Run w
Entry from the Open Molecules 2025 dataset: the molecule C20H22N2O4 (ωB97M-V with the def2-TZVPD basis set).

## Properties
LUMO level, eV: 0.486
SMILES: CCOc1ccc(NC(=O)c2cccc3c2C(=O)N(CCOC)C3)cc1
Frontier orbital gap, eV: 8.382
2S+1: 1

```
48
C20H22N2O4 | the Open Molecules 2025 dataset | ωB97M-V with the def2-TZVPD basis set
C -1.81 -4.47 3.10
C -0.58 -3.57 3.17
O -0.91 -2.21 3.32
C -1.39 -1.50 2.25
C -1.85 -0.22 2.54
C -2.32 0.60 1.54
C -2.35 0.16 0.22
C -1.93 -1.13 -0.06
C -1.45 -1.96 0.94
H -1.12 -2.95 0.67
H -1.98 -1.51 -1.07
N -2.83 1.02 -0.78
C -2.36 1.21 -2.04
O -2.90 1.98 -2.81
C -1.15 0.42 -2.44
C -1.18 -0.39 -3.57
C -0.06 -1.12 -3.96
C 1.12 -1.05 -3.24
C 1.17 -0.22 -2.13
C 0.05 0.51 -1.74
C 0.42 1.33 -0.56
O -0.24 2.15 0.04
N 1.70 0.99 -0.26
C 2.44 1.62 0.80
C 3.55 2.55 0.27
O 3.15 3.37 -0.79
C 2.23 4.39 -0.44
H 2.62 4.99 0.39
H 2.12 5.01 -1.32
H 1.25 3.98 -0.16
H 4.37 1.95 -0.13
H 3.93 3.15 1.11
H 1.71 2.20 1.37
H 2.89 0.87 1.45
C 2.30 0.08 -1.20
H 2.67 -0.82 -0.69
H 3.14 0.55 -1.72
H 1.99 -1.62 -3.54
H -0.12 -1.74 -4.83
H -2.09 -0.45 -4.14
H -3.49 1.72 -0.48
H -2.65 1.60 1.77
H -1.81 0.12 3.56
H 0.07 -3.72 2.30
H 0.00 -3.81 4.07
H -1.50 -5.51 3.04
H -2.41 -4.23 2.23
H -2.42 -4.33 3.99
```

Löwdin population analysis, charges in e, atoms 1 to 4:
1 C -0.0643
2 C -0.2531
3 O -0.0566
4 C -0.2718

Run x
Entry from the Open Molecules 2025 dataset: the molecule C20H22N2O4 (ωB97M-V with the def2-TZVPD basis set).

## Properties
LUMO level, eV: -0.285
SMILES: COc1cccc(CNC(=O)c2ccc(NC(=O)[C@@H]3CCCO3)cc2)c1
Frontier orbital gap, eV: 7.759
2S+1: 1

```
48
C20H22N2O4 | the Open Molecules 2025 dataset | ωB97M-V with the def2-TZVPD basis set
C -4.48 -2.04 2.51
H -4.45 -2.93 3.06
O -5.11 -2.26 1.24
C -5.29 -1.45 0.26
C -6.08 -1.94 -0.99
C -6.30 -0.97 -1.83
C -5.72 0.23 -1.68
C -4.91 0.74 -0.86
C -4.80 -0.14 0.23
H -4.11 0.10 1.16
C -4.23 2.24 -0.64
N -2.84 1.95 -0.80
C -1.95 1.70 0.31
O -2.39 2.29 1.55
C -0.55 1.53 0.09
C 0.34 2.14 1.14
C 1.79 1.73 0.92
C 2.14 0.90 0.01
C 1.34 0.40 -0.92
C -0.14 0.64 -0.59
H -0.87 0.04 -1.40
H 1.44 -0.35 -1.41
N 3.54 0.82 -0.12
C 4.14 -0.09 -0.82
O 3.71 -0.72 -2.05
C 5.82 -0.03 -0.80
C 6.40 -1.63 -0.93
H 5.66 -2.03 -1.15
C 6.99 -1.69 0.55
H 8.16 -1.43 0.45
C 6.34 -0.54 1.27
H 5.36 -1.11 1.57
H 6.95 -0.25 2.19
O 6.04 0.33 0.47
H 6.94 -2.74 0.80
H 7.15 -1.26 -1.71
H 6.14 0.67 -1.71
H 4.14 1.25 0.72
H 2.47 2.44 1.51
H -0.04 3.02 1.84
H -2.25 1.47 -1.40
H -4.53 2.61 0.52
H -4.56 2.65 -1.46
H -5.80 0.91 -2.64
H -6.94 -1.11 -2.82
H -6.42 -2.80 -0.87
H -3.39 -1.96 2.24
H -4.81 -1.32 2.99
```

Löwdin population analysis, charges in e, atoms 1 to 4:
1 C -0.0015
2 H 0.0814
3 O -0.0559
4 C -0.2433

Pick run w: it beats the second-best structure by 1740.5 kJ/mol.

Run w
Entry from the Open Molecules 2025 dataset: the molecule C3H2N2O (ωB97M-V with the def2-TZVPD basis set).

## Properties
LUMO level, eV: -0.274
SMILES: N#CC(O)C#N
Frontier orbital gap, eV: 12.277
2S+1: 1

```
8
C3H2N2O | the Open Molecules 2025 dataset | ωB97M-V with the def2-TZVPD basis set
O 1.11 1.00 -0.27
C 0.09 0.06 -0.31
C 0.42 -1.27 0.22
N 0.66 -2.32 0.63
C -1.17 0.54 0.32
N -2.25 0.87 0.10
H 1.32 1.17 0.65
H -0.21 -0.04 -1.36
```

Löwdin population analysis, charges in e, atoms 1 to 4:
1 O 0.0249
2 C -0.3949
3 C -0.1442
4 N 0.1798

Run x
Entry from the Open Molecules 2025 dataset: the molecule C3H2N2O (ωB97M-V with the def2-TZVPD basis set).

## Properties
LUMO level (alpha / beta), eV: -0.626 / -0.812
Frontier orbital gap (alpha / beta), eV: 7.133 / 7.814
2S+1: 1

```
8
C3H2N2O | the Open Molecules 2025 dataset | ωB97M-V with the def2-TZVPD basis set
C 0.14 0.35 1.28
C 0.03 -0.31 -0.98
C 0.58 -0.48 0.31
N -1.16 1.18 -0.40
N -0.62 0.91 -1.44
O -0.14 0.73 2.35
H -0.18 -1.17 -1.61
H 1.35 -1.21 0.50
```

Löwdin population analysis, charges in e, atoms 1 to 4:
1 C -0.2255
2 C -0.1131
3 C -0.1110
4 N 0.1194

Pick run w: it beats the second-best structure by 276.8 kJ/mol.

Run w
Entry from the Open Molecules 2025 dataset: the molecule C4H4OS2 (ωB97M-V with the def2-TZVPD basis set).

## Properties
LUMO level, eV: -0.579
SMILES: O=C[C@H]1SCC1=S
Frontier orbital gap, eV: 8.608
2S+1: 1

```
11
C4H4OS2 | the Open Molecules 2025 dataset | ωB97M-V with the def2-TZVPD basis set
C 0.91 1.68 -0.24
C 0.42 0.35 -0.72
C 0.12 -1.44 0.81
C -0.71 -0.33 0.03
H 1.78 2.04 -0.72
H 0.29 0.29 -1.86
H 0.32 -1.20 1.80
H -0.38 -2.46 0.75
O 0.48 2.19 0.79
S 1.63 -1.02 -0.18
S -2.27 -0.09 -0.16
```

Löwdin population analysis, charges in e, atoms 1 to 4:
1 C -0.2666
2 C -0.5253
3 C -0.4057
4 C -0.8731

Run x
Entry from the Open Molecules 2025 dataset: the molecule C4H4OS2 (ωB97M-V with the def2-TZVPD basis set).

## Properties
LUMO level, eV: -0.002
SMILES: S=C1CSC=CO1
Frontier orbital gap, eV: 8.438
2S+1: 1

```
11
C4H4OS2 | the Open Molecules 2025 dataset | ωB97M-V with the def2-TZVPD basis set
C 0.03 0.85 0.15
C -0.48 0.18 -1.08
C -0.34 -1.88 0.53
C -0.16 -0.91 1.46
H 0.11 0.33 -2.07
H -1.54 0.55 -0.84
H -0.29 -3.01 0.95
H -0.29 -1.11 2.56
O 0.11 0.30 1.23
S 0.60 2.34 0.15
S -0.17 -1.63 -1.19
```

Löwdin population analysis, charges in e, atoms 1 to 4:
1 C -1.0238
2 C -0.4406
3 C -0.4311
4 C -0.2486

Run y
Entry from the Open Molecules 2025 dataset: the molecule C4H4OS2 (ωB97M-V with the def2-TZVPD basis set).

## Properties
LUMO level, eV: -1.391
SMILES: C=C(C=S)C(=O)S
Frontier orbital gap, eV: 7.937
2S+1: 1

```
11
C4H4OS2 | the Open Molecules 2025 dataset | ωB97M-V with the def2-TZVPD basis set
C -0.35 0.40 1.05
C 0.01 -0.93 0.47
C -0.20 -2.00 1.24
C 0.60 -1.18 -0.87
H -0.61 1.24 -1.10
H -0.62 -1.89 2.23
H 0.07 -3.00 0.94
H 0.60 -2.26 -1.16
O -0.13 0.67 2.22
S -1.25 1.51 0.03
S 1.32 -0.08 -1.90
```

Löwdin population analysis, charges in e, atoms 1 to 4:
1 C -0.7707
2 C -0.3623
3 C 0.1217
4 C -0.5709

Pick run y: it beats the second-best structure by 35.8 kJ/mol.

Run w
Entry from the Open Molecules 2025 dataset: the molecule C4H4OS2 (ωB97M-V with the def2-TZVPD basis set).

## Properties
LUMO level, eV: -0.146
SMILES: O=C1C=CCSS1
Frontier orbital gap, eV: 8.514
2S+1: 1

```
11
C4H4OS2 | the Open Molecules 2025 dataset | ωB97M-V with the def2-TZVPD basis set
C 0.58 1.31 -0.40
C 0.39 0.12 0.17
C -0.40 2.16 -1.11
C -1.02 -0.43 0.16
O -0.34 2.82 -2.09
S -2.11 2.24 -0.24
S -1.98 0.74 1.21
H 1.71 1.65 -0.34
H 1.26 -0.31 0.57
H -1.60 -0.33 -0.69
H -1.13 -1.39 0.80
```

Löwdin population analysis, charges in e, atoms 1 to 4:
1 C -0.1211
2 C -0.1656
3 C -0.6647
4 C -0.5010

Run x
Entry from the Open Molecules 2025 dataset: a structure of composition C4H4OS2 (ωB97M-V with the def2-TZVPD basis set).

## Properties
LUMO level, eV: -0.913
Frontier orbital gap, eV: 8.394
2S+1: 1

```
11
C4H4OS2 | the Open Molecules 2025 dataset | ωB97M-V with the def2-TZVPD basis set
C 0.33 0.20 0.29
C -0.22 0.76 -0.91
C 0.02 1.35 -2.18
C -0.61 -0.85 0.90
H 0.46 1.16 2.22
H 1.17 -0.51 -0.05
H -0.09 2.06 -3.11
H 0.08 -2.16 -0.89
O 0.87 1.17 1.08
S -0.82 -2.51 0.14
S -1.19 -0.66 2.50
```

Löwdin population analysis, charges in e, atoms 1 to 4:
1 C -0.6696
2 C -0.0517
3 C 0.1460
4 C -1.0084

Pick run w: it beats the second-best structure by 468.4 kJ/mol.

Run w
Entry from the Open Molecules 2025 dataset: the molecule CH2ClNOS2 (ωB97M-V with the def2-TZVPD basis set).

## Properties
LUMO level, eV: -1.598
Frontier orbital gap, eV: 8.006
2S+1: 1

```
8
CH2ClNOS2 | the Open Molecules 2025 dataset | ωB97M-V with the def2-TZVPD basis set
C 0.52 0.69 -0.81
N -0.55 -0.04 -0.94
O 1.36 0.71 0.18
S -2.35 0.15 1.00
S -1.27 -1.13 0.10
Cl 0.50 -1.80 1.43
H 0.50 1.53 -1.55
H 1.29 -0.10 0.60
```

Löwdin population analysis, charges in e, atoms 1 to 4:
1 C -0.3329
2 N -0.3486
3 O 0.0724
4 S 0.2018

Run x
Entry from the Open Molecules 2025 dataset: a structure of composition CH2ClNOS2 (ωB97M-V with the def2-TZVPD basis set).

## Properties
LUMO level, eV: -0.606
Frontier orbital gap, eV: 8.085
2S+1: 1

```
8
CH2ClNOS2 | the Open Molecules 2025 dataset | ωB97M-V with the def2-TZVPD basis set
C 1.58 -0.41 0.36
N -2.04 0.39 -0.52
O 0.61 -0.95 0.82
S 1.63 0.93 -0.67
S -1.32 -0.91 -0.37
Cl -3.43 0.85 0.48
H 2.66 -0.91 0.64
H 0.32 1.02 -0.74
```

Löwdin population analysis, charges in e, atoms 1 to 4:
1 C -0.7421
2 N -1.0071
3 O -0.2625
4 S 0.8764

Pick run w: it beats the second-best structure by 175.1 kJ/mol.